C4H6InO3 as an isolated structure, computed with ωB97M-V with the def2-TZVPD basis set.

XYZ file:
```
14
Properties=species:S:1:pos:R:3:forces:R:3:mulliken_charge:R:1
In -0.7347 -4.9147 6.1929 -0.053 -0.243 0.290 1.15
C -1.1535 0.6001 -1.5429 2.164 -1.715 -0.779 -1.22
C -0.1020 -0.1495 -0.7496 -1.680 1.156 -2.718 0.53
C 1.1459 0.7569 -0.5823 0.157 0.239 -0.355 -0.34
O 1.5128 0.5790 0.7291 -0.326 1.368 1.074 -0.04
C 0.4753 0.0644 1.3797 1.203 -2.401 2.757 0.71
O 0.5803 -0.1107 2.6516 -1.121 0.688 -3.758 -0.06
O -0.4615 -0.3871 0.5623 -0.462 0.445 3.136 -0.11
H -1.3250 1.6526 -1.3172 -0.325 1.038 1.185 0.45
H -2.1523 0.1678 -1.4818 -1.106 -0.060 0.341 0.38
H -0.8899 0.6620 -2.5988 0.206 -0.559 -0.172 0.45
H 0.1725 -1.0961 -1.2151 0.134 -0.556 -0.190 0.34
H 0.9532 1.7952 -0.8524 0.741 0.860 0.189 0.40
H 1.9790 0.3800 -1.1756 0.467 -0.260 -1.000 0.36
```
Forces are in eV/Å.

Results
* charge: +3
* multiplicity: 1
* energy relative to the best compared isomer or geometry (same formula, charge and spin): 35.7 kcal/mol